{
  "formula": "C28H28CoN4OS4Te",
  "method": "ωB97M-V/def2-TZVPD",
  "spin_multiplicity": 2,
  "max_force_ha_per_bohr": 0.080,
  "homo_ev": [-0.463, -0.494],
  "e_above_lowest_kcal_mol": 59.2,
  "energy_ha": -4621.59594,
  "gap_ev": [4.728, 4.759],
  "total_charge": -2,
  "species": ["Co", "C", "C", "N", "N", "C", "N", "S", "C", "C", "C", "C", "C", "N", "H", "H", "H", "H", "H", "H", "H", "H", "H", "S", "C", "C", "C", "C", "C", "C", "S", "H", "H", "H", "H", "Te", "C", "C", "C", "C", "S", "H", "H", "H", "C", "C", "C", "C", "C", "C", "C", "O", "C", "C", "C", "H", "H", "H", "H", "H", "H", "H", "H", "H", "H", "H", "H"],
  "positions_angstrom": [[-0.496, 0.021, 0.108], [0.879, 2.425, -3.021], [0.192, 1.432, -2.133], [0.703, 1.112, -0.921], [1.992, 1.427, -0.682], [2.406, 2.047, 0.343], [3.778, 2.150, 0.573], [0.762, -0.659, 1.828], [-1.057, 0.847, -2.401], [-1.921, 1.133, -3.469], [-3.220, 0.603, -3.438], [-3.612, -0.298, -2.497], [-2.603, -0.848, -1.539], [-1.426, -0.024, -1.423], [1.889, 2.596, -2.651], [0.345, 3.380, -3.008], [0.927, 2.065, -4.050], [4.284, 1.397, 0.119], [3.979, 2.205, 1.563], [-1.632, 1.858, -4.215], [-3.936, 0.962, -4.172], [-4.614, -0.709, -2.459], [-2.280, -1.842, -1.907], [1.423, 2.868, 1.607], [0.306, 3.788, 0.563], [0.781, 4.954, -0.013], [-0.053, 5.764, -0.764], [-1.381, 5.389, -0.940], [-1.859, 4.234, -0.365], [-1.037, 3.401, 0.404], [-1.705, 2.000, 1.146], [1.818, 5.226, 0.138], [0.320, 6.679, -1.208], [-2.047, 6.016, -1.519], [-2.889, 3.935, -0.502], [-1.120, -1.365, 3.057], [0.047, -1.614, 4.839], [1.385, -1.452, 5.051], [1.821, -1.798, 6.346], [0.811, -2.224, 7.147], [-0.704, -2.202, 6.299], [2.028, -1.083, 4.271], [2.851, -1.743, 6.666], [0.843, -2.541, 8.173], [-7.205, -5.017, 0.785], [-6.111, -4.004, 0.586], [-4.888, -4.357, 0.040], [-3.870, -3.426, -0.135], [-2.537, -3.915, -0.623], [-4.085, -2.084, 0.202], [-3.046, -1.011, -0.051], [-1.877, -1.216, 0.691], [-5.284, -1.741, 0.847], [-5.522, -0.371, 1.420], [-6.276, -2.697, 1.015], [-7.108, -5.839, 0.078], [-8.188, -4.564, 0.658], [-7.153, -5.430, 1.794], [-4.718, -5.389, -0.247], [-2.351, -4.923, -0.248], [-1.757, -3.251, -0.254], [-2.497, -3.945, -1.716], [-3.474, -0.034, 0.217], [-4.636, -0.029, 1.953], [-6.362, -0.398, 2.117], [-5.745, 0.358, 0.638], [-7.199, -2.417, 1.511]],
  "atomic_forces_ev_per_a": [[-0.1, -0.7, 1.6], [0.1, -0.3, 0.0], [2.9, 0.9, 2.8], [-1.5, 0.5, -2.7], [1.3, 0.3, -0.3], [-0.9, 0.2, 0.7], [0.0, -0.2, -0.1], [0.7, -0.1, 0.3], [-3.3, -1.9, 0.2], [1.9, 0.5, 0.1], [-1.1, -0.8, 0.6], [0.1, 0.7, -0.4], [0.0, -0.8, 0.3], [0.0, 1.7, -2.7], [0.0, 0.0, -0.1], [-0.1, -0.1, 0.0], [-0.1, 0.0, 0.0], [-0.1, 0.0, 0.1], [0.1, 0.1, -0.1], [0.0, 0.1, -0.1], [-0.1, 0.0, 0.0], [-0.1, 0.1, 0.0], [-0.1, 0.0, 0.2], [0.1, -0.2, -0.6], [0.2, 0.1, 0.0], [0.1, 0.2, -0.1], [0.2, 0.3, -0.2], [-0.1, 0.1, 0.0], [-0.1, 0.3, -0.3], [-0.2, -0.6, 0.5], [-0.2, -0.2, 0.2], [0.1, 0.0, 0.0], [0.0, 0.0, 0.0], [0.0, 0.0, -0.1], [0.0, 0.0, 0.0], [-0.1, -0.3, 0.4], [-0.4, -0.1, 0.3], [-0.1, 0.1, -0.4], [0.0, -0.1, 0.4], [-0.5, -0.1, 0.1], [0.7, 0.2, -0.2], [0.1, 0.0, -0.2], [0.1, 0.0, 0.1], [0.1, 0.0, 0.2], [0.1, 0.0, 0.1], [0.0, 0.0, 0.0], [-0.2, 0.0, 0.0], [0.0, 0.0, 0.0], [0.2, 0.0, -0.1], [0.0, 0.0, 0.1], [0.2, 0.3, -0.2], [0.2, 0.0, -0.2], [0.0, -0.1, -0.1], [0.1, 0.1, -0.1], [0.0, -0.1, 0.0], [0.0, -0.1, 0.0], [-0.1, 0.0, 0.0], [-0.1, -0.1, 0.0], [0.1, -0.1, 0.0], [0.0, 0.0, 0.0], [0.1, -0.1, -0.1], [0.0, 0.0, 0.0], [0.0, -0.1, -0.1], [0.0, 0.1, 0.0], [0.0, 0.0, 0.0], [0.1, 0.1, 0.0], [-0.1, 0.0, 0.0]],
  "lowdin_spin": [0.930, -0.001, -0.007, 0.000, 0.000, 0.003, 0.001, 0.013, -0.001, 0.005, 0.000, 0.005, 0.001, -0.012, 0.000, 0.000, 0.000, 0.000, 0.000, 0.000, 0.000, 0.000, 0.000, 0.001, 0.008, 0.000, 0.009, 0.002, 0.006, 0.009, 0.029, 0.000, 0.001, 0.000, 0.000, -0.001, -0.001, 0.000, 0.000, 0.000, 0.000, 0.000, 0.000, 0.000, 0.000, 0.000, 0.000, 0.000, 0.000, 0.000, 0.001, 0.002, 0.000, 0.000, 0.000, 0.000, 0.000, 0.000, 0.000, 0.000, 0.000, 0.000, 0.000, 0.000, 0.000, 0.000, 0.000]
}